Entry 1:
Formula: C24H42FNO12P2S
Source: the OMol25 dataset
Level of theory: ωB97M-V/def2-TZVPD

Geometry (Å):
1 C 1.0142 -0.0348 1.7576
2 C 1.8593 1.2314 1.4938
3 F 1.0006 2.1687 0.9270
4 C 2.4200 1.7757 2.7968
5 C 1.8966 2.9851 3.2614
6 C 2.3211 3.5572 4.4429
7 C 3.2714 2.8757 5.1717
8 C 3.8101 1.6779 4.7356
9 C 3.4167 1.1143 3.5230
10 S 4.2025 -0.3928 2.9738
11 C 3.8944 -1.7051 4.1355
12 O 3.7673 -0.8129 1.6658
13 O 5.6168 -0.1265 2.9928
14 C 4.7950 1.2258 5.7957
15 O 5.5874 0.3319 5.7632
16 N 4.5979 2.0734 6.9394
17 C 3.7807 1.3759 7.9579
18 C 3.9036 3.2304 6.4804
19 O 3.8474 4.2988 7.0216
20 H -0.0420 0.2160 1.6895
21 H 1.1900 -0.3786 2.7788
22 H 1.3042 -0.8413 1.0942
23 H 2.6600 1.0059 0.7960
24 H 1.1516 3.4924 2.6685
25 H 1.9136 4.4902 4.8063
26 H 4.8624 -2.1793 4.2797
27 H 3.5073 -1.3485 5.0850
28 H 3.2418 -2.4344 3.6612
29 H 3.7659 1.9495 8.8805
30 H 2.7484 1.2698 7.6033
31 H 4.1941 0.3910 8.1550
32 C 0.9110 3.4511 -1.8353
33 C -0.5092 3.7960 -1.4280
34 O -1.4690 3.3710 -2.4021
35 P -1.7719 1.7715 -2.4924
36 O -2.4386 1.4452 -1.2144
37 O -3.0345 1.7433 -3.5268
38 C -4.2881 1.1554 -3.1882
39 C -5.2757 2.2174 -2.7557
40 O -0.7079 1.4501 -3.6439
41 C -0.9187 1.5906 -5.0567
42 C -1.0740 3.0248 -5.5034
43 H 1.0601 2.3697 -1.8564
44 H 1.6238 3.8781 -1.1301
45 H 1.1275 3.8294 -2.8350
46 H -0.7510 3.3511 -0.4600
47 H -0.6173 4.8763 -1.3316
48 H -4.1716 0.3867 -2.4252
49 H -4.6533 0.6595 -4.0913
50 H -4.8934 2.7819 -1.9052
51 H -6.2319 1.7704 -2.4797
52 H -5.4438 2.9294 -3.5652
53 H -1.7503 0.9711 -5.3862
54 H -0.0241 1.1682 -5.5182
55 H -1.9956 3.4663 -5.1295
56 H -1.0946 3.0639 -6.5936
57 H -0.2456 3.6343 -5.1428
58 C -3.0270 -4.8848 0.9054
59 C -1.5974 -4.4701 0.6096
60 O -1.3794 -4.2201 -0.7829
61 P -1.9852 -2.8706 -1.4430
62 O -1.3023 -1.7233 -0.8202
63 O -1.3060 -2.9380 -2.9202
64 C -0.4895 -1.8803 -3.4193
65 C 0.9774 -2.2028 -3.2387
66 O -3.3999 -3.4102 -1.9194
67 C -3.6727 -4.0882 -3.1565
68 C -3.0389 -5.4558 -3.2450
69 H -3.7242 -4.0672 0.7115
70 H -3.1300 -5.1781 1.9507
71 H -3.3244 -5.7204 0.2716
72 H -1.3237 -3.5843 1.1895
73 H -0.9131 -5.2710 0.8872
74 H -0.7516 -0.9356 -2.9502
75 H -0.7142 -1.7828 -4.4847
76 H 1.2116 -2.3851 -2.1894
77 H 1.6020 -1.3849 -3.6011
78 H 1.2356 -3.1097 -3.7877
79 H -3.4074 -3.4617 -4.0052
80 H -4.7580 -4.1949 -3.1857
81 H -1.9534 -5.3948 -3.2965
82 H -3.3947 -5.9627 -4.1430
83 H -3.2953 -6.0585 -2.3736

Properties
Kohn-Sham gap in eV: 9.35
SMILES: C[C@@H](F)c1ccc2c(c1S(C)(=O)=O)C(=O)N(C)C2=O.CCOP(=O)(OCC)OCC.CCOP(=O)(OCC)OCC

These are the Mulliken partial charges, in e, on atoms 1 to 4:
1 C -1.311
2 C 0.247
3 F -0.313
4 C 0.146

Entry 2:
Formula: C24H42N6PPbSb
Source: the OMol25 dataset
Level of theory: ωB97M-V/def2-TZVPD

Geometry (Å):
1 Pb 0.1112 -0.6208 -1.7368
2 C 4.5934 1.7073 -4.8778
3 N 3.8254 0.7474 -4.0439
4 C 4.1944 -0.5499 -3.9013
5 C 3.3487 -1.0981 -2.9789
6 N 2.4106 -0.1485 -2.6408
7 C 2.7178 0.9562 -3.3075
8 P 1.8867 2.5504 -3.1951
9 C 1.4721 2.5005 -1.4053
10 N 0.7205 1.5713 -0.7748
11 C 0.7181 1.8579 0.5601
12 C 1.4986 2.9598 0.7692
13 N 1.9460 3.3383 -0.4608
14 C 2.6945 4.6122 -0.7712
15 C 0.2515 2.0073 -3.8385
16 N -0.4800 0.9624 -3.4921
17 C -1.6367 0.9929 -4.2474
18 C -1.5705 2.0787 -5.0635
19 N -0.4001 2.7064 -4.8090
20 C -0.1081 4.0629 -5.2351
21 H 5.5279 1.2130 -5.1152
22 H 4.7784 2.6201 -4.3205
23 H 4.0564 1.9599 -5.7408
24 H 5.0561 -1.0252 -4.3619
25 H 3.3285 -2.0825 -2.5426
26 H 0.1020 1.3231 1.2695
27 H 1.6206 3.5983 1.6737
28 H 3.3885 4.7438 0.0263
29 H 1.9764 5.4326 -0.6481
30 H 3.1902 4.6305 -1.7384
31 H -2.4027 0.2398 -4.2476
32 H -2.3207 2.4423 -5.7430
33 H -0.6297 4.7447 -4.5984
34 H -0.4988 4.1290 -6.2857
35 H 0.9741 4.2080 -5.2309
36 C 0.3474 0.2547 3.8785
37 C -1.1714 -0.0555 3.6631
38 C -1.8622 -0.6516 4.8514
39 C -1.9198 1.2454 3.3708
40 Sb -1.1802 -1.3100 1.7626
41 C 0.2774 -2.8871 2.1891
42 C 0.1029 -4.0558 1.2055
43 C 1.6801 -2.2772 1.9664
44 C 0.0503 -3.3999 3.6181
45 C -3.2003 -2.2287 1.5628
46 C -4.0339 -1.0925 0.9238
47 C -3.7889 -2.7635 2.8654
48 C -3.1660 -3.3672 0.5516
49 H 0.3540 1.0178 4.6548
50 H 0.7753 0.6667 2.9484
51 H 0.9479 -0.5718 4.2354
52 H -1.6289 -0.0260 5.7155
53 H -1.4595 -1.6108 5.1377
54 H -2.9431 -0.7198 4.7706
55 H -1.9323 1.8442 4.2744
56 H -2.9747 1.0824 3.1397
57 H -1.5652 1.8635 2.4929
58 H 0.0716 -3.7700 0.1320
59 H -0.8091 -4.6161 1.3926
60 H 0.8915 -4.7919 1.3900
61 H 1.6978 -1.7450 1.0031
62 H 2.4363 -3.0563 1.9848
63 H 1.9033 -1.5573 2.7364
64 H -1.0302 -3.6125 3.7568
65 H 0.3337 -2.6355 4.3452
66 H 0.6093 -4.3317 3.8158
67 H -4.0435 -0.1984 1.5341
68 H -5.0525 -1.3901 0.8523
69 H -3.7081 -0.8790 -0.0757
70 H -3.9731 -2.0213 3.6401
71 H -3.1977 -3.5708 3.2500
72 H -4.7917 -3.1524 2.6703
73 H -2.6676 -3.0521 -0.3919
74 H -4.1398 -3.7296 0.2757
75 H -2.5800 -4.2192 0.9643

Properties
Relative energy (zero: lowest compared OMol25 entry of this formula, charge and spin) in kcal per mole: 3.21
Kohn-Sham gap in eV: 6.84
Charge: +2

These are the Mulliken partial charges, in e, on atoms 1 to 4:
1 Pb 1.324
2 C -0.831
3 N 0.191
4 C -0.386

Entry 3:
Formula: C24H42NO4Si5TeV
Source: the OMol25 dataset
Level of theory: ωB97M-V/def2-TZVPD

Geometry (Å):
1 V -0.1303 -0.1547 0.1942
2 O -1.8319 -0.0233 0.1910
3 C -2.3105 0.5383 1.2358
4 C -1.5835 1.1196 2.3076
5 C -2.3165 1.6628 3.3786
6 C -1.6962 2.2544 4.4868
7 C -0.2908 2.3430 4.5177
8 C 0.4507 1.8352 3.4903
9 C -0.1420 1.1962 2.3736
10 O 0.6256 0.7006 1.4604
11 N -2.4571 2.7491 5.5391
12 O -3.7056 2.6606 5.4773
13 O -1.8730 3.2673 6.5204
14 H -3.4065 0.5774 1.3030
15 H -3.3945 1.6206 3.3670
16 H 0.1794 2.8148 5.3661
17 H 1.5317 1.9009 3.4921
18 C 2.4458 1.7253 -1.6592
19 Si 0.6555 1.0075 -1.7408
20 C -0.4451 2.5439 -2.1541
21 C 0.5520 -0.0166 -3.3695
22 C -0.6309 -0.6897 -3.6712
23 C -0.7515 -1.4593 -4.8137
24 C 0.3216 -1.5874 -5.6810
25 C 1.5049 -0.9299 -5.3954
26 C 1.6126 -0.1535 -4.2558
27 H 2.6660 2.3228 -2.5381
28 H 3.2046 0.9525 -1.5783
29 H 2.5437 2.3729 -0.7920
30 H -0.0888 3.0469 -3.0512
31 H -0.4388 3.2666 -1.3399
32 H -1.4764 2.2443 -2.3319
33 H -1.4686 -0.6099 -2.9833
34 H -1.6795 -1.9672 -5.0292
35 H 0.2345 -2.1986 -6.5676
36 H 2.3486 -1.0261 -6.0628
37 H 2.5439 0.3525 -4.0444
38 C 0.1195 -5.6327 2.7053
39 Si 0.2090 -6.1116 0.8473
40 C 0.7264 -7.9645 0.8362
41 C -1.5945 -6.0998 0.1886
42 Si 1.6304 -4.6724 -0.4138
43 Te 1.0233 -2.1293 -0.6901
44 Si 1.6138 -5.3481 -2.6896
45 C 2.1610 -7.1697 -2.9774
46 C -0.1403 -5.1863 -3.4462
47 C 2.7751 -4.2518 -3.7440
48 Si 3.8285 -4.8538 0.4669
49 C 5.0302 -3.6784 -0.4514
50 C 3.9129 -4.3957 2.3303
51 C 4.6056 -6.6080 0.3393
52 H -0.6310 -6.1999 3.2498
53 H -0.1211 -4.5799 2.8130
54 H 1.0738 -5.8001 3.1936
55 H 0.0387 -8.5797 1.4097
56 H 1.7147 -8.0993 1.2597
57 H 0.7519 -8.3574 -0.1735
58 H -2.2838 -6.6337 0.8376
59 H -1.6479 -6.5582 -0.7933
60 H -1.9528 -5.0800 0.0921
61 H 1.5074 -7.8604 -2.4580
62 H 3.1660 -7.3349 -2.6079
63 H 2.1491 -7.4339 -4.0301
64 H -0.8319 -5.8928 -2.9992
65 H -0.1519 -5.3484 -4.5204
66 H -0.5169 -4.1852 -3.2580
67 H 3.8144 -4.4113 -3.4779
68 H 2.5404 -3.2079 -3.5571
69 H 2.6750 -4.4316 -4.8104
70 H 4.6097 -2.6775 -0.4755
71 H 5.1686 -3.9965 -1.4788
72 H 6.0111 -3.6220 0.0123
73 H 3.4269 -3.4404 2.5007
74 H 4.9328 -4.3172 2.6972
75 H 3.4038 -5.1366 2.9378
76 H 4.6603 -6.9334 -0.6929
77 H 4.0136 -7.3382 0.8783
78 H 5.6119 -6.6351 0.7468

Properties
Spin multiplicity: 2
Relative energy (zero: lowest compared OMol25 entry of this formula, charge and spin) in kcal per mole: 35.79
Kohn-Sham gap (spin up / spin down) in eV: 5.53 / 5.59
⟨S²⟩: 0.8081
Charge: -1

These are the Mulliken partial charges, in e, on atoms 1 to 4:
1 V 0.497
2 O -0.549
3 C -0.777
4 C 0.856

Entry 4:
Formula: C24H42O9S3
Source: the OMol25 dataset
Level of theory: ωB97M-V/def2-TZVPD

Geometry (Å):
1 C -3.5984 -6.1963 -1.0007
2 S -3.4196 -4.6196 -1.8346
3 O -4.7073 -3.9125 -1.6707
4 C -2.2450 -3.9724 -0.6232
5 H -2.6482 -6.7249 -1.0683
6 H -4.3996 -6.7279 -1.5079
7 H -3.9050 -6.0224 0.0307
8 H -2.1880 -2.8863 -0.5805
9 H -1.2627 -4.4219 -0.7567
10 H -2.6507 -4.2458 0.3579
11 C 2.3622 -4.1343 -2.7305
12 S 1.1758 -5.4015 -2.3245
13 O 0.0843 -5.1960 -3.2978
14 C 2.2003 -6.7580 -2.8688
15 H 3.2325 -4.1249 -2.0755
16 H 1.8362 -3.1807 -2.6645
17 H 2.6386 -4.2465 -3.7803
18 H 1.6086 -7.6712 -2.8361
19 H 3.0974 -6.8393 -2.2590
20 H 2.4618 -6.5823 -3.9146
21 C -5.3666 1.4807 -0.2532
22 S -4.3252 0.2250 -1.0085
23 O -4.1304 0.6580 -2.4117
24 C -2.8228 0.6537 -0.1004
25 H -6.2650 1.4238 -0.8667
26 H -4.8973 2.4577 -0.3461
27 H -5.6176 1.2710 0.7847
28 H -2.9545 0.2492 0.9091
29 H -2.7956 1.7431 -0.0061
30 H -1.9153 0.2836 -0.5638
31 C 1.7228 -1.4104 -0.0611
32 C 1.2975 -2.6462 0.4147
33 C 0.4024 -2.7004 1.4729
34 C 0.0507 -1.5402 2.1379
35 C 0.5793 -0.3200 1.7336
36 C 1.3746 -0.2425 0.6067
37 H 2.4270 -1.3569 -0.8837
38 H 1.6026 -3.5267 -0.1321
39 H 0.0181 -3.6441 1.8418
40 H -0.5871 -1.5887 3.0119
41 H 0.3616 0.5758 2.2986
42 H 1.7583 0.6948 0.2206
43 O 3.6586 1.1488 -1.5280
44 C 3.0423 1.7952 -2.3271
45 O 3.3058 1.7407 -3.6421
46 C 2.2628 2.4136 -4.3814
47 C 1.5946 3.3934 -3.3999
48 C 1.8961 2.7696 -2.0368
49 H 1.5481 1.6335 -4.6507
50 H 2.6741 2.8867 -5.2636
51 H 0.5308 3.4786 -3.6121
52 H 2.0010 4.4026 -3.4690
53 H 1.0539 2.1675 -1.6918
54 H 2.2494 3.4729 -1.2895
55 O -4.0732 3.8472 1.7136
56 C -3.3619 3.6685 2.6488
57 O -3.8326 3.3849 3.8918
58 C -2.7545 2.9952 4.7508
59 C -1.4815 3.5530 4.1198
60 C -1.8457 3.6188 2.6519
61 H -2.7631 1.9062 4.8514
62 H -2.9417 3.3896 5.7489
63 H -0.6327 2.8891 4.2807
64 H -1.2678 4.5355 4.5328
65 H -1.5990 2.7046 2.1122
66 H -1.4425 4.4706 2.1111
67 O 3.3053 5.8411 1.5322
68 C 3.4962 4.6693 1.6240
69 O 4.6562 4.0827 1.2392
70 C 4.5510 2.6505 1.3495
71 C 3.4608 2.4078 2.3778
72 C 2.5499 3.6189 2.1857
73 H 5.5179 2.2506 1.6527
74 H 4.3247 2.1997 0.3827
75 H 3.8489 2.3417 3.3973
76 H 2.9922 1.4331 2.2233
77 H 2.0827 3.9629 3.1014
78 H 1.8025 3.3996 1.4189

Properties
Relative energy (zero: lowest compared OMol25 entry of this formula, charge and spin) in kcal per mole: 0.00
Kohn-Sham gap in eV: 8.71

These are the Mulliken partial charges, in e, on atoms 1 to 4:
1 C -0.943
2 S 0.564
3 O -0.644
4 C -0.533